2 unconnected molecules or ions with the total composition C7H16O2, computed with the ωB97M-V functional and the def2-TZVPD basis.

## Properties
HOMO level ... -10.49 eV
SMILES string ... CC(=O)O.CCCCC

Structure (XYZ):
```
25
Properties=species:S:1:pos:R:3:forces:R:3:nbo_charge:R:1
C 3.3856 0.4264 -0.7556 -1.43 1.08 1.86 -0.727
C 2.2424 -0.1485 -1.5537 -1.78 -0.13 -0.84 0.807
O 1.0705 0.2259 -1.6016 2.86 -0.34 -0.06 -0.588
O 2.7047 -1.2596 -2.2060 -1.85 -1.79 -0.72 -0.717
H 3.0175 1.2716 -0.0767 0.39 -1.26 -1.05 0.239
H 3.7573 -0.3850 -0.1325 0.02 0.01 0.12 0.243
H 4.2227 0.7898 -1.3041 0.41 0.17 -0.86 0.247
H 1.9820 -1.9311 -2.5785 1.78 2.71 1.21 0.512
C -3.3547 2.1095 1.3120 -1.20 1.45 1.06 -0.606
C -2.5191 1.1816 2.1401 1.26 -1.59 -0.94 -0.392
C -1.8609 0.2414 1.0345 0.04 1.94 -1.60 -0.389
C -1.0108 -0.9882 1.3664 -0.28 0.13 -2.14 -0.405
C -0.4121 -1.7768 0.1251 0.69 0.46 -1.31 -0.645
H -2.8615 2.5239 0.4293 0.41 0.29 0.46 0.207
H -4.0878 1.4751 0.8700 -1.21 -0.17 -0.23 0.203
H -3.8499 2.9308 1.9380 0.61 -1.04 -1.06 0.205
H -3.1016 0.5928 2.8580 -0.02 0.34 0.01 0.196
H -1.7096 1.7267 2.6465 -0.21 -0.33 0.12 0.194
H -2.5825 0.0098 0.1996 0.08 -0.14 1.14 0.188
H -1.3215 1.0927 0.5190 0.50 -1.44 0.14 0.196
H -1.6410 -1.5954 1.9824 0.01 -0.81 0.50 0.195
H -0.1768 -0.6392 1.8736 1.52 0.47 1.62 0.194
H 0.0902 -1.0844 -0.6641 -1.49 -0.92 1.73 0.243
H 0.4851 -2.4974 0.3130 -1.96 0.87 0.36 0.201
H -1.2462 -2.2840 -0.4249 0.84 0.04 0.48 0.200
```
Positions in Å, forces in eV/Å.


A single C3H2FNO2 molecule, computed with the ωB97M-V functional and the def2-TZVPD basis.

## Properties
HOMO level ... -9.39 eV
SMILES string ... Oc1coc(F)n1

Structure (XYZ):
```
9
Properties=species:S:1:pos:R:3:forces:R:3:nbo_charge:R:1
O -0.0936 -0.9717 -2.2138 1.02 -0.52 0.11 -0.659
C 0.0303 -0.5774 -0.9198 -0.74 1.02 -0.16 0.372
C 0.1075 -1.2868 0.2015 -0.30 -2.91 1.85 -0.067
O 0.1061 -0.4132 1.2977 -0.06 -0.04 -0.29 -0.414
C -0.0211 0.7621 0.7195 -0.20 -0.09 -2.19 0.839
F -0.0718 1.8120 1.4779 0.05 0.02 0.34 -0.266
N -0.0985 0.7724 -0.5805 0.49 0.05 0.76 -0.521
H 0.5907 -1.6541 -2.4171 -0.86 0.78 0.29 0.495
H -0.0557 -2.3686 0.5017 0.62 1.70 -0.73 0.222
```
Positions in Å, forces in eV/Å.


A gas-phase ion, C8H13N2 (charge +1), computed with the ωB97M-V functional and the def2-TZVPD basis.

## Properties
HOMO level ... -13.64 eV
Net charge ... +1
SMILES string ... C=NC(=[NH2+])[C@@H]1[C@@H](C)[C@H]2C[C@H]21

Structure (XYZ):
```
23
Properties=species:S:1:pos:R:3:forces:R:3:nbo_charge:R:1
C -2.5280 -1.5903 0.5945 -0.35 -0.10 0.07 0.089
N -1.4035 -1.5643 1.1329 -0.53 -0.50 0.06 -0.373
C -0.3244 -1.0388 1.5292 2.05 2.57 -3.22 0.545
N 0.2125 -1.0777 2.7194 -0.29 -0.28 0.62 -0.725
C 0.5284 -0.2003 0.2068 -0.75 -2.14 2.92 -0.151
C -0.0427 1.1171 -0.3158 0.15 0.50 -0.03 -0.222
C 0.8181 2.3460 -0.0759 -0.25 -0.08 -0.04 -0.612
C -0.0615 0.4936 -1.7216 -0.10 0.28 -0.09 -0.209
C 1.2795 -0.0723 -2.0702 -0.12 0.08 -0.04 -0.400
C 0.3718 -0.8362 -1.1539 0.09 -0.39 0.15 -0.259
H -3.2256 -0.7611 0.6670 0.04 0.17 0.04 0.206
H -2.8542 -2.4848 0.0794 0.00 -0.14 -0.07 0.215
H 1.1404 -0.7286 2.8976 -0.05 0.08 -0.19 0.436
H -0.2868 -1.4876 3.4990 0.12 -0.01 -0.05 0.427
H 1.5426 -0.1643 0.6057 0.07 0.01 0.01 0.213
H -1.0613 1.3001 0.0288 -0.08 -0.13 0.02 0.220
H 0.4750 3.1650 -0.7020 -0.03 0.14 0.00 0.235
H 1.8589 2.1514 -0.3205 0.10 0.00 -0.03 0.212
H 0.7623 2.6573 0.9646 0.03 0.09 0.10 0.217
H -0.8049 0.7108 -2.4685 -0.09 -0.02 -0.13 0.238
H 2.1833 0.3680 -1.6791 0.12 0.07 0.09 0.215
H 1.3922 -0.4655 -3.0680 -0.13 -0.06 -0.09 0.248
H 0.0280 -1.8374 -1.3495 0.00 -0.13 -0.10 0.236
```
Positions in Å, forces in eV/Å.


A molecular structure, C10H16FeN2PSe, computed with the ωB97M-V functional and the def2-TZVPD basis.

## Properties
HOMO level (alpha / beta) ... 0.04 / -2.93 eV
Net charge ... -1
Spin multiplicity ... 5

Structure (XYZ):
```
31
Properties=species:S:1:pos:R:3:forces:R:3:nbo_charge:R:1
C 1.2611 0.2794 -1.0837 0.58 -3.05 -3.17 -0.428
C 0.2141 0.2991 -2.1578 1.10 1.19 0.79 -0.371
C -0.4856 -0.9076 -2.2335 0.12 -1.79 1.20 -0.368
C 0.1167 -1.8963 -1.2915 0.43 -1.58 -1.84 -0.413
C 1.4370 -1.5645 -0.6921 -3.73 3.78 -2.39 -0.403
Fe -0.1150 -0.4567 0.0156 0.21 0.84 0.69 0.452
P 0.1030 1.5322 0.9183 -1.92 0.54 1.79 0.154
H 1.9511 1.1200 -0.9651 0.17 -0.65 -0.01 0.198
H -0.1579 1.1959 -2.7606 0.96 -1.14 1.07 0.212
H -1.3790 -1.0867 -2.8993 1.12 0.13 1.11 0.218
H 2.0845 -2.2170 -0.1268 0.09 0.37 0.19 0.209
H -0.4396 -2.8456 -1.0617 0.99 0.66 -0.69 0.217
H -1.1233 1.8456 1.6198 0.80 0.60 0.07 -0.010
H 0.2475 2.6783 0.1584 0.26 0.75 -0.19 -0.031
H 1.0961 1.7156 1.9142 -0.05 0.32 0.02 -0.008
C -2.6615 0.7555 4.2344 0.96 -0.31 0.64 -0.409
N -1.2126 0.5990 4.1965 -0.84 2.53 0.96 -0.440
C -0.2056 1.2352 5.0004 -0.49 -0.77 -0.61 -0.106
C 0.9757 0.6215 4.7238 -0.16 -1.02 -0.62 -0.107
N 0.6650 -0.4079 3.7677 2.83 1.04 0.41 -0.437
C 1.5090 -1.4711 3.2435 -0.50 0.43 0.69 -0.418
C -0.6285 -0.3016 3.3598 -0.64 -1.79 -0.77 0.009
Se -1.2810 -1.2369 1.8328 -1.71 -0.69 1.40 -0.333
H -3.0997 -0.0405 4.8605 -0.13 -0.12 -0.27 0.167
H -3.0606 0.7088 3.2200 0.02 -0.04 0.15 0.230
H -2.9132 1.6879 4.7138 -0.05 0.49 -0.01 0.186
H -0.4097 2.0732 5.6645 -0.02 -0.34 -0.34 0.208
H 2.0118 0.8272 5.0999 -1.37 -0.35 -0.50 0.216
H 2.5362 -1.1477 3.2764 0.46 -0.01 -0.09 0.186
H 1.3633 -2.3598 3.8656 0.17 -0.27 0.01 0.171
H 1.1758 -1.7200 2.2264 0.35 0.21 0.30 0.251
```
Positions in Å, forces in eV/Å.


A molecular structure, C16H39Cl9F3KO19P4S, computed with the ωB97M-V functional and the def2-TZVPD basis.

## Properties
HOMO level ... -10.01 eV

Structure (XYZ):
```
92
Properties=species:S:1:pos:R:3:forces:R:3:lowdin_charge:R:1
K -1.2960 9.1498 -17.6409 0.30 0.47 -0.25 0.862
C -3.4475 12.1589 -16.0831 -0.16 -0.86 -0.13 -0.593
F -4.0736 11.1447 -16.7952 1.40 0.23 0.65 0.064
F -4.3992 13.0304 -15.9264 -0.52 1.04 0.83 0.137
F -3.0458 11.6713 -14.8515 -0.57 0.39 -1.85 0.093
S -2.0294 12.9851 -17.0174 2.20 0.68 1.18 0.546
O -1.2786 13.6330 -15.8663 -1.66 -1.57 -2.61 -0.355
O -1.3422 11.8284 -17.6522 -0.73 0.94 0.95 -0.448
O -2.5922 13.9325 -17.9782 0.12 -1.16 1.07 -0.308
C -4.2085 14.3999 -12.4908 -0.32 0.33 -0.12 -0.085
O -5.5378 14.3462 -13.0476 -1.22 -1.27 0.84 -0.263
P -6.8286 13.6795 -12.2677 1.09 -0.14 -1.60 0.478
O -6.5010 12.6394 -11.2579 -0.67 1.67 -1.00 -0.241
O -7.6964 13.1929 -13.5573 2.53 -0.32 1.63 -0.254
C -9.0665 13.3753 -13.6677 -1.13 0.27 -0.45 -0.147
O -7.6597 14.9847 -11.8548 0.63 0.52 0.10 -0.236
C -7.4348 16.2132 -12.6162 -1.52 0.10 -0.35 -0.082
H -4.0120 15.4559 -12.3056 0.23 -0.03 0.06 0.071
H -3.5204 14.0319 -13.2518 0.00 -0.05 0.10 0.073
H -4.0948 13.8455 -11.5592 -0.20 -0.14 -0.12 0.088
H -9.1532 13.9816 -14.5693 -0.77 -0.02 0.01 0.083
H -9.5347 13.8638 -12.8131 0.21 0.21 -0.02 0.089
H -9.5735 12.4166 -13.7771 0.12 -0.07 -0.23 0.091
H -8.3382 16.8211 -12.5678 -0.01 0.23 1.52 0.089
H -7.5699 16.1267 -13.6943 1.30 -1.03 -0.30 0.090
H -6.5408 16.7502 -12.2991 -0.17 -0.26 -0.14 0.088
C 4.3379 9.3687 -14.3016 1.38 0.00 1.06 -0.112
O 3.5697 10.4254 -14.8007 -2.56 0.31 -1.46 -0.204
P 2.0706 10.1676 -15.3429 -1.30 1.52 1.15 0.480
O 1.8257 8.9699 -16.1742 0.15 0.24 0.45 -0.258
O 1.1258 10.2754 -13.9815 1.19 -0.96 -1.46 -0.217
C -0.2459 10.6945 -14.0891 -0.06 1.04 -1.21 -0.110
O 1.7187 11.5437 -16.1228 0.37 -1.76 2.28 -0.219
C 2.3191 11.6728 -17.3853 -0.12 0.95 -1.18 -0.117
H 4.4940 9.6363 -13.2565 -0.28 -0.74 0.31 0.094
H 5.3457 9.4566 -14.7074 -0.13 -0.25 -0.50 0.091
H 3.9180 8.3775 -14.4727 -0.01 0.14 0.10 0.093
H -0.7432 10.4275 -15.0216 0.61 -0.04 -0.67 0.040
H -0.1453 11.7799 -14.0934 -0.90 -0.03 0.28 0.063
H -1.0010 10.2880 -13.4163 1.04 -0.04 1.05 0.097
H 2.5879 12.7265 -17.4606 0.14 -0.10 -0.24 0.052
H 1.5486 11.4561 -18.1252 0.21 -0.07 -0.27 0.083
H 3.2080 11.0636 -17.5488 -0.08 -0.13 0.17 0.095
C -1.2072 12.9753 -21.4245 -1.44 0.66 -0.21 -0.101
O 0.1175 12.4540 -21.6830 -0.72 0.29 0.08 -0.220
P 0.2229 10.8882 -21.7495 0.78 -0.13 -0.94 0.399
O -0.8185 10.1951 -21.0016 0.14 -0.83 0.74 -0.234
O 0.1546 10.5866 -23.3466 0.46 -0.40 1.42 -0.221
C 0.6521 9.3169 -23.8540 0.33 0.95 -1.16 -0.081
O 1.7585 10.6228 -21.2605 -3.96 -1.19 -0.68 -0.219
C 2.7306 11.4709 -21.7427 2.55 0.03 0.06 -0.146
H -2.0211 12.4681 -21.9426 0.47 -0.58 -0.44 0.089
H -1.3003 13.9981 -21.7895 0.71 0.02 0.14 0.093
H -1.5547 12.9435 -20.3918 0.89 -0.05 0.28 0.066
H 0.9623 8.5826 -23.1106 -0.24 0.23 0.08 0.091
H 1.4777 9.6080 -24.5033 0.53 -0.23 0.38 0.084
H -0.0344 8.9168 -24.6003 -0.58 -0.12 0.65 0.086
H 2.7529 12.3149 -21.0534 0.54 0.30 -0.53 0.088
H 2.7798 11.7185 -22.8031 -1.16 0.39 -0.08 0.098
H 3.6064 10.8233 -21.7001 0.63 0.56 0.61 0.096
C -3.1035 16.5635 -15.7168 1.61 -1.18 1.25 -0.133
O -2.9639 17.9614 -15.8273 -1.69 1.85 -2.02 -0.234
P -3.9585 18.8219 -16.8240 0.47 1.70 0.69 0.522
O -3.4409 20.2082 -17.1476 -0.69 -3.16 0.51 -0.273
O -4.3202 17.8350 -18.0673 0.37 0.68 1.96 -0.237
C -3.2876 17.3918 -18.9899 -0.98 0.80 -1.18 -0.097
O -5.3500 18.9018 -15.9457 0.86 -0.33 -1.34 -0.240
C -5.3374 19.5239 -14.6542 0.79 -0.46 0.66 -0.108
H -2.5424 16.0222 -16.4786 -0.16 0.21 -0.21 0.035
H -4.0578 16.0598 -15.5629 -0.59 0.84 -0.30 0.099
H -2.5489 16.4383 -14.7869 0.01 -0.75 0.12 0.070
H -3.8548 17.3539 -19.9200 0.11 -0.38 -0.12 0.089
H -2.8635 16.4059 -18.7996 -0.09 0.26 0.57 0.051
H -2.5611 18.1786 -19.1925 0.28 -0.12 0.57 0.079
H -4.3820 19.9666 -14.3727 0.14 0.28 -0.57 0.085
H -5.4361 18.7372 -13.9062 -0.46 -0.14 -0.02 0.071
H -6.1141 20.2757 -14.5143 -0.08 -0.20 -0.52 0.090
C -6.7889 12.9132 -18.2391 -0.20 0.54 -0.69 -1.504
Cl -7.2068 14.6646 -18.4927 0.31 -1.01 -0.02 0.497
Cl -7.3245 11.8917 -19.6232 0.33 0.57 0.37 0.495
Cl -7.5312 12.3346 -16.7846 -0.09 -0.12 0.48 0.584
H -5.7049 12.8426 -18.1492 -0.28 0.06 -0.14 -0.010
C 0.0948 15.2540 -12.8200 0.34 1.04 0.27 -1.441
Cl -0.9247 16.5462 -12.0167 0.78 -0.78 -0.43 0.480
Cl 0.1879 13.8107 -11.8368 -0.16 0.01 0.02 0.548
Cl 1.8026 15.8623 -13.1222 -1.55 -0.35 0.03 0.470
H -0.4380 15.0312 -13.7445 0.51 0.01 -0.05 -0.012
C 0.8191 15.2993 -17.7917 -0.62 0.55 0.01 -1.586
Cl 2.3969 15.5256 -17.2093 1.92 0.75 1.82 0.586
Cl 1.0877 14.7195 -19.3691 -0.66 -1.23 -2.31 0.598
Cl -0.0611 16.8606 -17.9280 0.01 -0.62 0.63 0.587
H 0.3523 14.5338 -17.1719 -0.60 0.55 -0.06 -0.009
```
Positions in Å, forces in eV/Å.


A single C3H5NOS2 molecule, computed with the ωB97M-V functional and the def2-TZVPD basis.

## Properties
HOMO level ... -8.94 eV
SMILES string ... S=COC/C=N\S

Structure (XYZ):
```
12
Properties=species:S:1:pos:R:3:forces:R:3:nbo_charge:R:1
S 2.1077 -1.5964 0.5115 -2.40 1.25 2.53 -0.099
C 0.9758 -1.1338 1.7156 -0.47 -1.29 -1.88 0.094
O -0.3174 -0.7068 1.6108 2.77 0.35 -1.31 -0.471
C -0.6456 -0.2293 0.3023 -1.16 0.15 0.46 -0.187
C 0.3077 0.8219 -0.3049 0.71 1.78 -0.31 0.045
N 0.0787 1.3588 -1.4542 0.63 -0.88 1.60 -0.553
S -1.1476 0.6658 -2.3393 -0.80 -0.81 0.02 0.182
H 0.9484 -1.2975 2.7619 1.60 -0.51 1.15 0.185
H -1.5705 0.3277 0.5910 0.29 -0.36 -1.04 0.229
H -0.9024 -1.1589 -0.3010 0.55 1.49 0.13 0.235
H 1.1501 1.4422 0.2149 -1.65 -1.88 -0.17 0.228
H -0.9849 1.5063 -3.3087 -0.08 0.71 -1.17 0.112
```
Positions in Å, forces in eV/Å.


2 unconnected molecules or ions with the total composition C4H9N, computed with the ωB97M-V functional and the def2-TZVPD basis.

## Properties
HOMO level (alpha / beta) ... -2.00 / -1.81 eV
Net charge ... -1
Spin multiplicity ... 2

Structure (XYZ):
```
14
Properties=species:S:1:pos:R:3:forces:R:3:nbo_charge:R:1
C 0.7219 1.3859 0.8075 0.55 0.91 -1.44 -0.454
C 0.6481 -0.0682 0.6248 0.56 0.90 3.06 0.143
C 1.0026 -0.5730 1.9058 -0.15 -2.34 -0.73 -0.659
C -2.2155 -0.0662 -2.1612 0.20 0.16 -0.19 -0.870
N 0.4385 -0.6610 -0.5186 0.09 0.85 -1.59 -0.948
H 1.4099 1.9474 0.1673 -0.46 -0.22 -0.50 0.146
H -3.0820 -0.6171 -2.5256 -0.06 -0.09 0.18 0.174
H 0.5945 1.9592 1.7151 -0.34 -0.69 0.51 0.152
H 1.0632 -0.1283 2.8854 -0.18 0.76 -0.27 0.174
H 1.1741 -1.6592 1.9380 0.13 0.08 0.09 0.143
H -1.7934 -0.4122 -1.2273 -0.17 -0.32 0.26 0.273
H -2.4653 0.9851 -2.0284 -0.01 0.08 -0.21 0.194
H -1.3841 -0.1832 -2.8551 -0.10 0.21 -0.16 0.216
H 0.8107 -1.5832 -0.6991 -0.07 -0.30 0.98 0.315
```
Positions in Å, forces in eV/Å.